[1]
60
Properties=species:S:1:pos:R:3:nbo_charge:R:1 method="wB97M-V/def2-TZVPD" e_above_lowest_kj_mol=6.7 lumo_energy_ev="-5.847 / -6.440" total_energy_ha=-2214.3256 s_squared=3.775 charge=+2 homo_lumo_gap_ev="7.61 / 7.04" spin_multiplicity=4 homo_ev="-13.5 / -13.5"
Tc 3.496 -1.171 -1.103 1.781
C -2.532 -0.976 3.641 -0.626
C -2.617 -1.385 2.184 -0.209
N -1.416 -0.977 1.421 -0.320
C -0.442 -1.864 1.264 0.202
C 0.743 -1.610 0.600 -0.340
C 1.706 -2.757 0.554 0.786
O 1.415 -3.833 0.989 -0.517
O 2.936 -2.530 0.060 -0.613
C 0.935 -0.344 0.040 0.491
O 1.961 -0.012 -0.660 -0.629
C -0.094 0.645 0.230 -0.085
C 0.061 1.943 -0.278 -0.226
C -0.919 2.864 -0.083 0.421
F -0.724 4.121 -0.511 -0.315
C -2.126 2.558 0.585 0.131
C -2.271 1.282 1.095 -0.281
C -1.264 0.319 0.932 0.263
N -3.170 3.493 0.734 -0.447
C -3.321 4.600 -0.197 -0.242
C -4.777 5.021 -0.250 -0.228
N -5.228 5.410 1.135 -0.494
C -5.039 4.270 2.100 -0.229
C -3.582 3.847 2.083 -0.237
H -3.436 -1.289 4.159 0.246
H -2.424 0.102 3.757 0.208
H -1.683 -1.454 4.129 0.233
H -3.488 -0.968 1.682 0.214
H -2.688 -2.465 2.078 0.235
H -0.606 -2.855 1.669 0.264
H 0.965 2.221 -0.801 0.269
H -3.196 1.027 1.587 0.232
H -3.035 4.292 -1.200 0.260
H -2.693 5.461 0.071 0.206
H -5.421 4.201 -0.563 0.235
H -4.929 5.879 -0.902 0.250
H -6.204 5.713 1.123 0.450
H -4.677 6.214 1.452 0.434
H -5.693 3.470 1.757 0.233
H -5.356 4.609 3.085 0.248
H -3.472 2.998 2.754 0.248
H -2.956 4.658 2.487 0.200
O 5.099 -2.302 -1.739 -0.724
C 4.977 -3.535 -2.416 0.378
C 5.896 -4.519 -2.127 -0.290
C 5.803 -5.722 -2.813 -0.140
C 4.812 -5.911 -3.767 -0.210
C 3.914 -4.895 -4.044 -0.111
C 3.974 -3.681 -3.360 -0.267
C 2.992 -2.627 -3.731 0.782
O 2.432 -2.565 -4.781 -0.506
O 2.696 -1.718 -2.750 -0.720
H 5.906 -2.271 -1.122 0.553
H 6.670 -4.354 -1.389 0.240
H 6.513 -6.508 -2.600 0.238
H 4.746 -6.849 -4.301 0.240
H 3.150 -5.013 -4.799 0.249
O 6.885 -1.525 0.029 -0.899
S 6.106 -0.439 0.631 1.512
N 4.693 -0.295 0.190 -1.029

[2]
105
Properties=species:S:1:pos:R:3:mulliken_charge:R:1 method="wB97M-V/def2-TZVPD" e_above_lowest_kj_mol=0.0 lumo_energy_ev=-0.577 total_energy_ha=-3118.2802 homo_lumo_gap_ev=7.26 homo_ev=-7.8
Tl 0.161 -0.386 -0.247 1.462
C -2.402 2.322 -0.729 -1.056
O -2.005 1.491 0.359 0.756
C -2.905 1.288 1.353 0.698
C -4.256 1.572 1.152 -0.701
C -5.197 1.316 2.129 -0.805
C -4.806 0.781 3.346 -1.011
C -3.471 0.516 3.565 -0.534
C -2.489 0.754 2.593 0.010
N -1.101 0.564 2.867 0.545
N -0.901 -0.161 3.859 -0.445
C 0.359 -0.374 4.404 -0.131
C 1.569 0.259 4.078 0.947
O 1.506 1.276 3.182 0.242
C 2.771 -0.145 4.690 -0.982
C 2.788 -1.115 5.644 -1.115
C 1.599 -1.747 6.057 0.701
C 1.609 -2.749 7.057 -0.939
C 0.455 -3.372 7.431 -0.467
C -0.764 -2.996 6.833 -0.756
C -0.803 -2.027 5.868 -0.481
C 0.381 -1.375 5.441 1.006
H -2.709 3.307 -0.367 0.527
H -1.521 2.419 -1.355 -0.351
H -3.206 1.866 -1.310 0.452
H -4.579 1.983 0.208 0.382
H -6.239 1.537 1.936 0.433
H -5.535 0.601 4.126 0.410
H -3.139 0.146 4.521 0.507
H 3.688 0.328 4.375 0.464
H 3.727 -1.418 6.091 0.385
H 2.555 -3.012 7.516 0.402
H 0.469 -4.154 8.180 0.385
H -1.678 -3.485 7.144 0.405
H -1.738 -1.748 5.411 0.317
C -1.267 0.280 -6.058 -1.274
C -1.571 -0.032 -4.628 0.845
C -2.795 -0.360 -4.088 -1.512
C -2.555 -0.553 -2.716 -0.764
N -1.268 -0.342 -2.453 1.384
N -0.666 -0.020 -3.620 0.091
B 0.811 0.447 -3.764 -2.537
N 1.851 -0.621 -3.345 0.723
N 2.000 -1.113 -2.094 0.270
C 3.055 -1.928 -2.118 0.024
C 3.603 -1.954 -3.415 -1.397
C 2.809 -1.119 -4.164 0.835
C 2.950 -0.793 -5.616 -1.274
C 3.532 -2.698 -0.954 1.041
C 4.774 -3.335 -1.013 -0.747
C 5.244 -4.085 0.053 -0.706
C 4.480 -4.226 1.202 -0.517
C 3.241 -3.607 1.272 -1.059
C 2.777 -2.847 0.209 0.127
N 1.047 1.801 -3.042 1.034
N 0.955 2.004 -1.710 0.369
C 1.228 3.292 -1.497 0.013
C 1.499 3.931 -2.721 -1.577
C 1.377 2.953 -3.678 0.877
C 1.586 3.104 -5.151 -1.265
C 1.240 3.938 -0.173 0.470
C 1.876 5.171 -0.011 -0.701
C 1.889 5.807 1.220 -0.738
C 1.274 5.223 2.319 -0.602
C 0.650 3.993 2.171 -0.893
C 0.631 3.361 0.938 0.581
C -3.542 -0.911 -1.682 1.165
C -4.899 -0.673 -1.907 -0.824
C -5.849 -1.004 -0.952 -0.881
C -5.460 -1.570 0.254 -0.581
C -4.115 -1.812 0.491 -0.907
C -3.168 -1.492 -0.470 0.262
H -2.164 0.118 -6.653 0.391
H -0.471 -0.356 -6.447 0.213
H -0.956 1.318 -6.179 0.158
H -3.724 -0.470 -4.622 0.544
H 0.982 0.653 -4.921 -0.148
H 4.448 -2.520 -3.767 0.438
H 3.783 -1.359 -6.029 0.377
H 3.144 0.268 -5.770 0.152
H 2.048 -1.053 -6.172 0.200
H 5.387 -3.234 -1.898 0.308
H 6.213 -4.566 -0.016 0.385
H 4.847 -4.807 2.039 0.399
H 2.630 -3.712 2.161 0.492
H 1.806 -2.379 0.282 0.047
H 1.728 4.968 -2.897 0.428
H 1.877 4.131 -5.363 0.382
H 0.679 2.879 -5.713 0.137
H 2.374 2.443 -5.511 0.133
H 2.383 5.631 -0.849 0.349
H 2.388 6.763 1.322 0.383
H 1.289 5.720 3.280 0.424
H 0.175 3.513 3.019 0.401
H 0.147 2.401 0.842 0.323
H -5.217 -0.214 -2.835 0.337
H -6.896 -0.814 -1.150 0.399
H -6.200 -1.822 1.003 0.428
H -3.799 -2.253 1.428 0.447
H -2.125 -1.714 -0.288 0.442
N -0.282 -3.206 -1.215 -0.473
H 0.635 -3.457 -1.567 0.187
H -0.895 -3.079 -2.013 0.203
H -0.635 -3.981 -0.666 0.228
Cl 2.982 1.927 2.672 -0.130